No. 1
This record from OMol25 describes a structure of composition C44H60BCaIN8O3. The level of theory is the ωB97M-V functional and the def2-TZVPD basis.

Results
DFT total energy ... -3376.8773 hartree
LUMO level ... 0.373 eV
HOMO level ... -8.65 eV
Relative energy (zero: lowest compared OMol25 entry of this formula, charge and spin) ... 3.8 kcal/mol
Orbital gap ... 0.3316 Ha

XYZ file:
```
118
C44H60BCaIN8O3 the ωB97M-V functional and the def2-TZVPD basis
Ca 0.56 0.54 -0.37
C -3.13 0.12 -4.22
C -1.95 0.53 -3.35
C -1.52 1.97 -3.63
C -2.26 0.32 -1.89
C -3.11 -0.62 -1.30
C -3.01 -0.43 0.06
C -3.81 -1.18 1.10
C -4.94 -0.33 1.68
C -2.98 -1.84 2.20
N -2.13 0.58 0.27
N -1.68 1.06 -0.94
B -1.81 1.39 1.56
N -0.84 0.57 2.46
N 0.03 -0.29 1.88
C 0.76 -0.84 2.84
C 0.36 -0.32 4.08
C -0.65 0.58 3.80
C -1.36 1.43 4.81
C -2.85 1.10 4.97
C -1.13 2.92 4.58
C 1.86 -1.80 2.52
C 2.12 -2.79 3.65
C 3.14 -1.06 2.15
N -1.10 2.69 1.14
N 0.24 2.62 0.89
C 0.62 3.82 0.49
C -0.48 4.68 0.43
C -1.57 3.92 0.84
C -3.01 4.35 0.86
C -3.90 3.48 -0.02
C -3.59 4.50 2.27
C 2.07 4.15 0.24
C 2.91 2.91 -0.03
C 2.62 4.93 1.44
H -2.89 0.27 -5.27
H -4.01 0.73 -3.99
H -3.39 -0.93 -4.08
H -1.12 -0.13 -3.61
H -2.32 2.67 -3.38
H -1.28 2.08 -4.69
H -0.63 2.24 -3.07
H -3.74 -1.35 -1.79
H -4.28 -1.98 0.53
H -4.56 0.47 2.31
H -5.60 -0.95 2.29
H -5.55 0.12 0.89
H -2.56 -1.10 2.88
H -2.16 -2.42 1.78
H -3.61 -2.51 2.78
H -2.82 1.64 2.16
H 0.75 -0.56 5.06
H -0.88 1.17 5.76
H -3.43 1.44 4.11
H -3.25 1.60 5.86
H -3.01 0.03 5.08
H -1.57 3.25 3.63
H -0.06 3.15 4.54
H -1.59 3.51 5.38
H 1.53 -2.36 1.63
H 2.43 -2.26 4.55
H 2.92 -3.48 3.38
H 1.22 -3.37 3.89
H 3.49 -0.46 3.00
H 2.98 -0.37 1.31
H 3.93 -1.76 1.87
H -0.50 5.72 0.13
H -2.99 5.35 0.41
H -4.03 2.48 0.41
H -3.49 3.37 -1.02
H -4.89 3.94 -0.11
H -3.68 3.53 2.75
H -4.58 4.95 2.22
H -2.96 5.13 2.90
H 2.11 4.80 -0.64
H 2.86 2.23 0.83
H 3.96 3.18 -0.16
H 2.60 2.39 -0.94
H 2.59 4.30 2.34
H 2.03 5.83 1.64
H 3.66 5.22 1.27
O 1.47 -1.49 -1.31
C 1.59 -1.48 -2.75
C 1.53 0.01 -3.26
O 1.53 0.16 -4.47
O 1.54 0.91 -2.36
C 2.96 -2.03 -3.14
C 3.13 -3.37 -3.50
C 4.39 -3.86 -3.82
C 5.50 -3.03 -3.77
C 5.34 -1.69 -3.40
C 4.08 -1.20 -3.09
C 0.43 -2.27 -3.35
C 0.34 -2.44 -4.73
C -0.74 -3.11 -5.29
C -1.75 -3.62 -4.47
C -1.66 -3.45 -3.10
C -0.57 -2.78 -2.54
H 2.05 -2.20 -0.94
H 2.27 -4.02 -3.54
H 4.50 -4.90 -4.10
H 6.48 -3.41 -4.03
H 6.19 -1.03 -3.38
H 3.96 -0.16 -2.83
H 1.11 -2.03 -5.37
H -0.80 -3.23 -6.36
H -2.59 -4.14 -4.91
H -2.43 -3.85 -2.45
H -0.52 -2.66 -1.47
I 4.88 -6.43 2.27
C 4.40 -4.91 0.97
C 5.25 -4.17 0.18
N 4.49 -3.28 -0.47
N 3.19 -3.40 -0.17
C 3.12 -4.39 0.71
H 6.32 -4.22 0.04
H 4.76 -2.64 -1.21
H 2.18 -4.69 1.13
```

---

No. 2
This record from OMol25 describes a structure of composition C22H24AsBr2ClN4OS5W at a distorted geometry. The level of theory is the ωB97M-V functional and the def2-TZVPD basis.

Results
DFT total energy ... -11049.0735 hartree
LUMO level (alpha / beta) ... -1.368 / -1.768 eV
Spin multiplicity ... 3
HOMO level (alpha / beta) ... -5.70 / -7.31 eV
Relative energy (zero: lowest compared OMol25 entry of this formula, charge and spin) ... 38.7 kcal/mol
Orbital gap (alpha / beta) ... 0.1591 / 0.2036 Ha

XYZ file:
```
61
C22H24AsBr2ClN4OS5W the ωB97M-V functional and the def2-TZVPD basis
W -0.03 0.61 1.26
Cl 1.60 -3.75 -4.30
C 0.90 -2.83 -3.02
C -0.32 -2.19 -3.24
C -0.88 -1.43 -2.23
C -0.23 -1.28 -1.01
O -0.71 -0.48 -0.06
C 1.01 -1.95 -0.77
C 1.66 -1.86 0.48
N 1.22 -1.13 1.52
C 1.84 -1.25 2.75
C 2.90 -2.10 3.08
C 3.39 -2.16 4.38
C 2.86 -1.39 5.39
C 1.81 -0.50 5.11
C 1.24 0.35 6.08
C 0.19 1.17 5.73
C -0.26 1.17 4.42
N 0.28 0.41 3.44
C 1.30 -0.43 3.78
C 1.55 -2.73 -1.81
H -0.81 -2.29 -4.19
H -1.82 -0.92 -2.38
H 2.56 -2.47 0.60
H 3.37 -2.73 2.34
H 4.21 -2.82 4.59
H 3.24 -1.43 6.39
H 1.63 0.35 7.09
H -0.29 1.82 6.44
H -1.10 1.81 4.13
H 2.48 -3.25 -1.65
S 1.01 4.93 2.32
As 0.46 2.92 1.78
S -2.32 0.39 2.17
S 2.25 1.60 1.52
S -2.24 1.75 0.63
Br -1.57 -2.02 4.74
C -2.60 -2.71 3.26
Br -1.49 -2.84 1.67
H -3.41 -2.01 3.05
H -2.95 -3.70 3.52
C 0.17 2.25 -5.98
C -0.14 1.11 -5.02
N 0.47 1.29 -3.72
C -0.08 1.61 -2.55
S 0.94 1.44 -1.17
N -1.31 2.06 -2.37
C -2.27 2.67 -3.26
C -3.50 1.80 -3.44
H -0.32 2.07 -6.94
H 1.24 2.31 -6.16
H -0.17 3.21 -5.58
H 0.24 0.17 -5.43
H -1.22 0.98 -4.89
H 1.46 1.06 -3.66
H -1.62 2.07 -1.39
H -1.81 2.91 -4.21
H -2.57 3.61 -2.78
H -3.26 0.85 -3.92
H -4.24 2.32 -4.05
H -3.95 1.59 -2.47
```

---

No. 3
This record from OMol25 describes a structure of composition C21H18N2O7Pb. The level of theory is the ωB97M-V functional and the def2-TZVPD basis.

Results
DFT total energy ... -1640.1161 hartree
LUMO level ... -0.687 eV
HOMO level ... -7.54 eV
Relative energy (zero: lowest compared OMol25 entry of this formula, charge and spin) ... 0.0 kcal/mol
Orbital gap ... 0.2519 Ha

XYZ file:
```
49
C21H18N2O7Pb the ωB97M-V functional and the def2-TZVPD basis
Pb -0.42 -1.09 0.62
C 1.49 -2.45 -2.20
O 0.31 -1.73 -1.88
C -0.32 -1.04 -2.88
C 0.03 -1.19 -4.21
C -0.66 -0.49 -5.19
C -1.70 0.35 -4.83
C -2.05 0.49 -3.50
C -1.35 -0.18 -2.49
N -1.66 -0.03 -1.10
N -2.53 0.89 -0.90
C -3.10 1.19 0.26
C -3.16 0.32 1.41
O -2.50 -0.75 1.54
C -4.09 0.67 2.47
C -4.82 1.79 2.43
C -4.75 2.71 1.32
C -5.52 3.89 1.32
C -5.44 4.77 0.27
C -4.59 4.49 -0.80
C -3.83 3.34 -0.81
C -3.90 2.42 0.25
H 1.27 -3.30 -2.85
H 1.91 -2.80 -1.26
H 2.22 -1.79 -2.70
H 0.84 -1.85 -4.49
H -0.38 -0.61 -6.23
H -2.26 0.88 -5.59
H -2.87 1.12 -3.21
H -4.13 -0.02 3.30
H -5.49 2.03 3.25
H -6.16 4.09 2.17
H -6.03 5.68 0.28
H -4.52 5.19 -1.63
H -3.15 3.15 -1.63
O 4.36 0.07 1.25
C 3.21 -0.20 0.63
O 2.60 -1.23 0.78
C 2.83 0.93 -0.30
O 1.51 0.83 -0.77
C 0.78 2.03 -0.50
C 0.27 2.10 0.94
O 0.27 3.18 1.50
O -0.15 0.98 1.45
H 4.58 -0.69 1.80
H 3.53 0.89 -1.13
H 3.00 1.86 0.23
H -0.08 2.06 -1.17
H 1.40 2.90 -0.69
```

---

No. 4
This record from OMol25 describes the ion C4H9NO2 with charge -2 at a distorted geometry. The level of theory is the ωB97M-V functional and the def2-TZVPD basis.

Results
DFT total energy ... -362.6595 hartree
Net charge ... -2
LUMO level ... 6.869 eV
HOMO level ... 1.35 eV
Relative energy (zero: lowest compared OMol25 entry of this formula, charge and spin) ... 158.7 kcal/mol
Orbital gap ... 0.2027 Ha

XYZ file:
```
16
C4H9NO2 the ωB97M-V functional and the def2-TZVPD basis
C 1.69 0.36 -0.22
O 1.67 1.53 0.34
C 0.67 -0.80 0.16
C -0.81 -0.26 0.44
C -1.35 0.91 -0.52
O -2.73 1.09 -0.73
N 0.60 -2.52 0.71
H 2.66 -0.22 -0.35
H 1.45 0.42 -1.44
H 1.22 -1.21 1.05
H -0.92 -0.16 1.55
H -1.55 -1.06 0.14
H -0.72 1.78 -0.42
H -0.93 0.50 -1.48
H 0.40 -1.75 -0.55
H 1.50 -2.87 0.54
```